DFT (wB97M-V/def2-TZVPD) results for a 6-piece molecular cluster, C40H41N4O23 overall at a distorted geometry.

Last column: Löwdin charge in e.
CARTESIAN COORDINATES (ANGSTROEM)
C: -5.88 -2.67 5.27  -0.0673
C: -4.37 -2.92 5.31  -0.2218
N: -3.80 -2.77 3.96  -0.0970
C: -2.41 -2.34 3.97  -0.1678
C: -2.09 -1.71 2.62  -0.1504
N: -0.63 -1.38 2.56  0.0621
C: -0.37 -0.45 1.54  -0.3528
N: -1.00 -0.52 0.35  0.2046
N: 0.51 0.46 1.85  0.1907
C: 0.95 1.51 0.95  -0.1406
O: 1.53 2.49 1.78  0.0116
C: 1.80 3.64 1.05  -0.4473
C: 1.28 4.91 1.63  0.0426
O: 2.41 3.58 0.00  0.1220
C: -3.96 -3.95 3.15  -0.4537
C: -3.69 -5.32 3.70  0.0116
O: -4.29 -3.82 1.98  0.0931
H: -6.23 -2.87 4.27  0.0752
H: -6.07 -1.62 5.44  0.0692
H: -6.42 -3.29 5.96  0.0642
H: -4.19 -3.90 5.74  0.0985
H: -3.92 -2.21 5.98  0.1119
H: -1.70 -3.13 4.24  0.1295
H: -2.33 -1.56 4.71  0.1211
H: -2.37 -2.40 1.84  0.1054
H: -2.65 -0.79 2.55  0.1286
H: -0.18 -2.23 2.22  0.1498
H: -1.15 0.37 -0.10  0.1146
H: -0.59 -1.21 -0.29  0.0862
H: 0.90 0.40 2.78  0.1836
H: 0.10 1.94 0.44  0.1411
H: 1.67 1.11 0.24  0.1532
H: 1.53 5.70 0.94  0.0963
H: 0.21 4.90 1.75  0.0961
H: 1.75 5.14 2.58  0.1002
H: -3.03 -5.86 3.04  0.0895
H: -4.63 -5.86 3.74  0.0985
H: -3.30 -5.31 4.71  0.0675
C: -10.42 -1.28 4.34  0.0741
C: -11.72 -1.39 4.03  -0.2377
C: -12.64 -2.32 4.77  -0.3124
O: -13.81 -2.35 4.43  0.1190
C: -12.09 -3.12 5.85  0.0792
C: -10.79 -3.00 6.17  -0.2365
C: -9.88 -2.06 5.44  -0.3040
O: -8.71 -2.01 5.79  0.0846
O: -10.22 -3.70 7.14  0.1187
O: -12.28 -0.71 3.04  0.1238
H: -9.75 -0.61 3.82  0.1345
H: -12.76 -3.79 6.37  0.1382
H: -9.29 -3.42 7.16  0.1149
H: -13.22 -0.98 3.03  0.1234
C: 0.83 -2.36 -5.14  0.0987
C: 0.22 -2.03 -3.99  -0.2275
C: 0.59 -2.68 -2.69  -0.2902
O: 0.00 -2.31 -1.67  0.0384
C: 1.60 -3.71 -2.68  0.0752
C: 2.21 -4.05 -3.83  -0.2187
C: 1.87 -3.37 -5.13  -0.2834
O: 2.48 -3.72 -6.13  0.1126
O: 3.14 -4.97 -3.89  0.1532
O: -0.74 -1.12 -3.93  0.1248
H: 0.59 -1.90 -6.08  0.1480
H: 1.83 -4.18 -1.74  0.1372
H: 3.43 -5.02 -4.82  0.1360
H: -1.02 -1.08 -3.00  0.1084
C: 0.34 -6.99 -9.50  0.0774
C: 0.93 -5.99 -8.83  -0.2360
C: 1.54 -4.81 -9.53  -0.3089
O: 2.02 -3.94 -8.83  0.0997
C: 1.51 -4.78 -10.98  0.0772
C: 0.94 -5.78 -11.65  -0.2385
C: 0.30 -6.95 -10.95  -0.3134
O: -0.22 -7.81 -11.64  0.1162
O: 0.88 -5.82 -12.98  0.1231
O: 1.02 -5.95 -7.50  0.1044
H: -0.10 -7.84 -9.01  0.1358
H: 1.97 -3.93 -11.47  0.1359
H: 0.41 -6.64 -13.21  0.1223
H: 1.49 -5.12 -7.30  0.0743
C: 7.66 5.98 -1.71  0.0649
C: 6.53 6.39 -2.29  -0.2336
C: 5.22 5.68 -2.06  -0.3055
O: 4.23 6.12 -2.60  0.1094
C: 5.22 4.49 -1.22  0.0716
C: 6.36 4.08 -0.65  -0.2430
C: 7.65 4.81 -0.85  -0.3423
O: 8.64 4.38 -0.28  0.1019
O: 6.43 3.01 0.13  0.1144
O: 6.46 7.45 -3.08  0.1265
H: 8.61 6.48 -1.87  0.1427
H: 4.28 3.98 -1.08  0.1016
H: 7.36 2.95 0.41  0.1197
H: 5.53 7.52 -3.35  0.1217
C: 6.00 8.01 3.01  0.0705
C: 6.46 8.89 3.92  -0.2386
C: 7.92 9.24 4.01  -0.3140
O: 8.25 10.06 4.85  0.1182
C: 8.84 8.59 3.10  0.0801
C: 8.39 7.71 2.20  -0.2249
C: 6.92 7.38 2.08  -0.2936
O: 6.57 6.59 1.22  0.1089
O: 9.19 7.09 1.35  0.1256
O: 5.68 9.50 4.79  0.1225
H: 4.96 7.76 2.93  0.1299
H: 9.89 8.84 3.19  0.1390
H: 8.64 6.49 0.81  0.0803
H: 6.26 10.07 5.32  0.1237

Values from the calculation:
- LUMO (Eh) = -0.1520
- Kohn-Sham gap (eV) = 6.7242
- total charge = +1


DFT (wB97M-V/def2-TZVPD) results for a 3-piece molecular cluster, C4H14NO3 overall at a distorted geometry.

Last column: natural (NBO) charge in e.
CARTESIAN COORDINATES (ANGSTROEM)
C: -1.04 0.29 0.38  -0.2394
N: -0.25 0.87 1.51  -0.7028
C: 0.41 2.19 1.15  0.1341
O: 1.41 1.98 0.31  -0.8990
C: -1.25 -1.24 0.76  -0.4095
C: 0.13 -1.90 0.71  -0.6238
H: -0.40 0.34 -0.50  0.2071
H: -1.90 0.85 0.14  0.1781
H: 0.52 0.37 1.84  0.3489
H: 0.75 2.66 2.10  0.1015
H: -0.34 2.92 0.67  0.0790
H: -1.59 -1.28 1.77  0.1928
H: -1.92 -1.87 0.03  0.1933
H: 0.60 -1.83 -0.28  0.2278
H: 0.16 -2.94 1.08  0.1852
H: 1.00 -1.39 1.26  0.1941
H: 0.26 -0.96 -2.29  0.5153
H: 0.95 -2.22 -2.77  0.4513
O: 0.12 -1.98 -2.50  -0.9679
H: 1.04 1.72 -0.96  0.4912
H: 0.51 2.07 -2.41  0.4333
O: 0.82 1.34 -1.99  -1.0906

Values from the calculation:
- LUMO (Eh) = 0.1405
- energy relative to the best compared isomer or geometry (same formula, charge and spin) (kcal/mol) = 41.0
- Kohn-Sham gap (eV) = 7.4232
- total charge = -1


DFT (wB97M-V/def2-TZVPD) results for C47H29N11O3Sr as an isolated structure at a distorted geometry.

Last column: Löwdin charge in e.
CARTESIAN COORDINATES (ANGSTROEM)
Sr: 0.18 0.02 0.74  1.4690
C: 3.03 5.66 -2.09  -0.1086
C: 3.67 4.67 -2.82  -0.1047
C: 3.14 3.39 -2.91  -0.0224
C: 1.97 3.14 -2.23  -0.0984
C: 1.13 1.91 -2.10  -0.3102
N: 1.39 0.84 -2.81  0.1814
C: 0.59 -0.25 -2.75  -0.2855
C: 0.43 -1.18 -3.85  -0.1097
C: 0.96 -1.25 -5.13  -0.0352
C: 0.53 -2.27 -5.96  -0.1211
C: -0.42 -3.20 -5.52  -0.1210
C: -0.97 -3.13 -4.26  -0.0343
C: -0.53 -2.11 -3.41  -0.1099
C: -0.89 -1.71 -2.06  -0.2754
N: -1.80 -2.38 -1.32  0.1874
C: -2.42 -1.81 -0.31  -0.3131
N: -2.39 -0.53 0.10  0.0892
C: -3.37 -0.34 1.03  -0.3289
N: -3.74 0.81 1.47  0.1940
C: -3.28 1.83 0.65  -0.2918
N: -2.33 2.72 0.99  0.1927
C: -1.97 3.32 -0.15  -0.3016
N: -0.82 4.11 -0.30  0.1518
C: 0.10 3.48 -0.95  -0.3309
N: 0.10 2.15 -1.25  0.1197
C: 1.33 4.13 -1.50  -0.0955
C: 1.84 5.41 -1.42  -0.0268
C: -2.80 2.93 -1.26  -0.1292
C: -2.90 3.32 -2.60  -0.0292
C: -3.87 2.73 -3.38  -0.1103
C: -4.74 1.76 -2.85  -0.1080
C: -4.64 1.36 -1.53  -0.0266
C: -3.66 1.96 -0.73  -0.1303
C: -3.97 -1.66 1.39  -0.0929
C: -4.92 -2.04 2.31  -0.0231
C: -5.28 -3.38 2.35  -0.1073
C: -4.71 -4.30 1.47  -0.1038
C: -3.76 -3.91 0.54  -0.0180
C: -3.40 -2.57 0.52  -0.0944
N: -0.19 -0.61 -1.72  0.0597
H: 3.47 6.65 -2.04  0.0867
H: 4.60 4.90 -3.33  0.0876
H: 3.62 2.60 -3.48  0.1064
H: 1.69 -0.52 -5.46  0.1014
H: 0.94 -2.36 -6.96  0.0822
H: -0.74 -3.99 -6.20  0.0824
H: -1.71 -3.84 -3.91  0.1018
H: 1.33 6.17 -0.85  0.1055
H: -2.22 4.06 -3.01  0.1058
H: -3.96 3.01 -4.42  0.0843
H: -5.48 1.30 -3.49  0.0849
H: -5.29 0.59 -1.12  0.1080
H: -5.36 -1.31 2.98  0.1074
H: -6.02 -3.72 3.07  0.0861
H: -5.01 -5.34 1.53  0.0872
H: -3.30 -4.61 -0.15  0.1071
C: 3.25 0.19 4.70  -0.0505
C: 2.44 0.64 3.51  -0.2921
N: 2.33 -0.03 2.43  0.0038
N: 2.99 -1.23 2.38  0.0377
C: 2.81 -1.84 1.21  -0.5073
O: 2.18 -1.45 0.20  -0.1418
C: 3.43 -3.22 1.15  -0.1263
C: 4.28 -3.70 2.14  -0.0433
C: 4.82 -4.97 2.05  -0.1131
C: 4.51 -5.78 0.97  -0.1275
C: 3.66 -5.31 -0.02  -0.0984
C: 3.13 -4.03 0.07  -0.0176
C: 1.68 1.91 3.62  -0.2287
C: 1.64 2.60 4.84  -0.0367
C: 0.94 3.79 4.93  -0.0893
C: 0.30 4.27 3.81  -0.0679
C: 0.38 3.52 2.64  -0.1215
N: 1.04 2.38 2.53  0.1136
H: 3.81 -0.70 4.42  0.0483
H: 2.60 -0.06 5.54  0.0798
H: 3.94 0.97 5.03  0.0714
H: 4.49 -3.06 2.99  0.0942
H: 5.48 -5.33 2.83  0.0864
H: 4.93 -6.78 0.90  0.0844
H: 3.41 -5.94 -0.87  0.0919
H: 2.46 -3.64 -0.69  0.1142
H: 2.15 2.19 5.70  0.0885
H: 0.90 4.32 5.87  0.0940
H: -0.27 5.19 3.81  0.0945
H: -0.13 3.86 1.75  0.0647
O: -0.35 -2.06 2.04  -0.1691
C: -0.70 -1.35 3.01  -0.6153
O: -0.80 -0.10 2.97  -0.2097
H: -0.94 -1.86 3.97  0.1173

Values from the calculation:
- LUMO (spin up / spin down) (Eh) = 0.1435 / 0.1611
- energy relative to the best compared isomer or geometry (same formula, charge and spin) (kcal/mol) = 31.5
- Kohn-Sham gap (spin up / spin down) (eV) = 5.4472 / 5.4511
- total charge = -2


DFT (wB97M-V/def2-TZVPD) results for a 5-piece molecular cluster, C36H43I2N2O7PS overall at a distorted geometry.

Last column: Löwdin charge in e.
CARTESIAN COORDINATES (ANGSTROEM)
C: -0.51 -1.41 3.49  0.0485
C: 0.21 -0.18 2.94  -0.5323
O: 1.38 -0.08 3.04  0.1195
O: -0.59 0.76 2.39  -0.0778
C: 0.12 1.65 1.53  -0.1913
C: -0.76 2.75 0.90  -0.4573
P: -2.51 1.90 1.02  0.8635
N: -2.50 0.56 0.16  -0.2488
O: -0.66 3.00 -0.51  -0.2126
S: -1.66 4.30 -0.80  0.6031
O: -1.11 5.35 -1.58  -0.2234
O: -2.77 3.75 -1.51  -0.2464
O: -2.01 4.66 0.77  -0.3213
C: -0.78 4.18 1.49  -0.4168
C: -1.26 4.06 2.99  -0.0017
C: -0.47 4.87 4.03  -0.4677
O: -0.85 5.96 4.28  0.0552
N: 0.61 4.32 4.76  -0.1333
C: 1.84 4.20 3.96  -0.0793
C: 0.95 5.23 5.88  -0.0774
C: 0.19 5.33 1.13  -0.5945
I: -0.72 7.29 1.28  1.1140
C: 1.44 5.36 0.70  -0.7599
C: 2.18 6.65 0.38  -0.2222
I: 2.54 3.59 0.34  1.1231
H: -0.14 -2.26 2.91  0.0890
H: -1.59 -1.30 3.41  0.0830
H: -0.19 -1.50 4.53  0.0951
H: 0.58 1.08 0.72  0.1393
H: 0.90 2.11 2.14  0.0515
H: -3.53 2.71 0.49  0.0287
H: -2.88 1.69 2.37  0.0339
H: -2.72 -0.19 0.81  -0.0203
H: -2.29 4.43 3.00  0.1419
H: -1.30 3.02 3.32  0.1066
H: 2.50 3.50 4.49  0.1013
H: 1.59 3.70 3.02  0.0004
H: 2.34 5.15 3.75  0.1010
H: 0.11 5.41 6.54  0.0929
H: 1.42 6.15 5.51  0.0918
H: 1.73 4.72 6.48  0.0916
H: 2.14 7.36 1.20  0.0442
H: 1.83 7.04 -0.58  0.0852
H: 3.24 6.40 0.23  0.0458
C: -1.07 -1.59 -3.24  -0.1053
C: -0.31 -1.79 -4.39  -0.1008
C: 0.21 -0.70 -5.07  -0.1017
C: -0.01 0.58 -4.60  -0.0929
C: -0.77 0.78 -3.45  -0.0857
C: -1.30 -0.31 -2.77  -0.1149
H: -1.48 -2.44 -2.70  0.0999
H: -0.14 -2.80 -4.75  0.0970
H: 0.80 -0.86 -5.96  0.0970
H: 0.40 1.43 -5.13  0.0990
H: -0.96 1.79 -3.09  0.0906
H: -1.89 -0.15 -1.88  0.0541
C: -5.45 -1.12 -4.90  -0.0947
C: -4.56 -0.25 -4.28  -0.0797
C: -4.89 1.09 -4.15  -0.0816
C: -6.09 1.57 -4.64  -0.0978
C: -6.97 0.70 -5.28  -0.1055
C: -6.65 -0.64 -5.41  -0.1055
H: -5.20 -2.17 -5.00  0.0983
H: -3.62 -0.62 -3.89  0.0770
H: -4.20 1.77 -3.65  0.0971
H: -6.34 2.62 -4.54  0.0984
H: -7.91 1.07 -5.67  0.0965
H: -7.34 -1.32 -5.90  0.0964
C: 3.61 -4.15 0.04  -0.0971
C: 4.79 -3.52 -0.33  -0.0942
C: 5.09 -2.25 0.15  -0.0959
C: 4.20 -1.61 1.00  -0.0884
C: 3.01 -2.23 1.37  -0.0862
C: 2.72 -3.50 0.89  -0.0922
H: 3.39 -5.14 -0.33  0.0903
H: 5.49 -4.02 -0.99  0.1009
H: 6.01 -1.76 -0.13  0.0993
H: 4.43 -0.62 1.38  0.1004
H: 2.32 -1.73 2.03  0.0663
H: 1.80 -3.99 1.18  0.0947
C: 3.87 -8.87 0.82  -0.0952
C: 3.79 -10.02 0.05  -0.0976
C: 2.66 -10.26 -0.72  -0.0978
C: 1.61 -9.36 -0.72  -0.0974
C: 1.69 -8.21 0.06  -0.0989
C: 2.82 -7.97 0.83  -0.1064
H: 4.76 -8.68 1.42  0.1009
H: 4.61 -10.73 0.04  0.0999
H: 2.60 -11.16 -1.33  0.0999
H: 0.73 -9.55 -1.32  0.1000
H: 0.86 -7.51 0.08  0.0993
H: 2.88 -7.07 1.44  0.0943

Values from the calculation:
- LUMO (Eh) = -0.0176
- energy relative to the best compared isomer or geometry (same formula, charge and spin) (kcal/mol) = 32.2
- Kohn-Sham gap (eV) = 8.3331
- SMILES = CC(=O)OC[C@]1([PH2]=N)OS(=O)(=O)O[C@]1(CC(=O)N(C)C)/C(I)=C(/C)I.c1ccccc1.c1ccccc1.c1ccccc1.c1ccccc1


DFT (wB97M-V/def2-TZVPD) results for a 8-piece molecular cluster, C24H44N4O12 overall at a distorted geometry.

Last column: Löwdin charge in e.
CARTESIAN COORDINATES (ANGSTROEM)
C: 2.46 2.14 3.27  0.0440
N: 1.31 2.03 4.18  -0.4705
O: 0.23 2.25 3.73  0.0617
O: 1.48 1.57 5.30  0.0612
H: 2.63 3.17 2.94  0.1012
H: 2.14 1.49 2.46  0.1029
H: 3.32 1.78 3.83  0.0986
C: -6.76 3.48 -2.69  0.0609
N: -7.35 2.43 -1.70  -0.4376
O: -6.62 2.06 -0.83  0.0591
O: -8.44 1.90 -1.90  0.0463
H: -7.52 3.85 -3.38  0.0879
H: -5.99 2.95 -3.25  0.0930
H: -6.37 4.30 -2.10  0.0899
C: -1.54 1.26 -0.48  0.0364
N: -0.99 -0.13 -0.31  -0.4272
O: -0.31 -0.56 -1.25  0.0514
O: -1.27 -0.69 0.74  0.0559
H: -0.76 1.92 -0.88  0.0910
H: -1.78 1.79 0.44  0.0919
H: -2.40 1.20 -1.15  0.0990
C: -1.56 -3.23 4.98  0.0361
N: -1.31 -4.48 5.68  -0.4856
O: -0.92 -4.34 6.87  0.0217
O: -1.54 -5.46 5.12  0.1194
H: -1.69 -2.37 5.64  0.1017
H: -2.48 -3.47 4.45  0.1015
H: -0.69 -3.15 4.33  0.1054
C: 5.49 -5.07 -5.67  -0.1330
C: 4.78 -4.56 -4.61  -0.0864
C: 4.09 -3.39 -4.87  -0.1116
C: 3.94 -2.86 -6.15  -0.0881
C: 4.62 -3.45 -7.24  -0.0567
C: 5.40 -4.59 -6.92  -0.1135
H: 6.07 -5.98 -5.60  0.1027
H: 4.82 -4.97 -3.62  0.1033
H: 3.61 -2.84 -4.08  0.0986
H: 3.29 -2.01 -6.26  0.0936
H: 4.59 -3.15 -8.28  0.0922
H: 5.98 -5.16 -7.64  0.0990
C: -5.79 2.45 6.70  -0.1145
C: -7.15 2.35 6.47  -0.1119
C: -7.62 1.89 5.27  -0.0791
C: -6.66 1.37 4.40  -0.1099
C: -5.34 1.39 4.66  -0.1135
C: -4.86 1.95 5.83  -0.0841
H: -5.50 2.89 7.64  0.1005
H: -7.84 2.83 7.15  0.1017
H: -8.68 1.88 5.05  0.1022
H: -6.90 0.86 3.48  0.1026
H: -4.60 0.89 4.04  0.1030
H: -3.82 2.06 6.12  0.1039
C: 4.14 3.54 -7.31  -0.1056
O: 3.62 4.02 -6.06  -0.1882
C: 2.15 3.95 -6.02  -0.1818
C: 1.66 4.62 -4.71  -0.2124
O: 0.31 4.45 -4.27  -0.1653
C: -0.41 5.70 -4.44  -0.1131
H: 5.18 3.24 -7.21  0.0848
H: 4.05 4.34 -8.04  0.0828
H: 3.61 2.67 -7.71  0.0800
H: 1.80 2.92 -6.00  0.1188
H: 1.66 4.35 -6.90  0.1159
H: 2.01 5.63 -4.53  0.1227
H: 2.23 4.05 -3.97  0.1180
H: -1.44 5.44 -4.21  0.0761
H: -0.52 6.23 -5.39  0.0859
H: -0.19 6.47 -3.71  0.0812
C: 1.10 -4.88 1.34  -0.1036
O: 1.98 -4.61 2.42  -0.2020
C: 3.00 -3.65 2.11  -0.1947
C: 3.70 -3.34 3.38  -0.2388
O: 2.93 -2.66 4.32  -0.1918
C: 3.21 -2.93 5.66  -0.1015
H: 0.41 -5.67 1.63  0.0864
H: 1.64 -5.31 0.49  0.0814
H: 0.53 -4.00 1.05  0.0839
H: 2.50 -2.74 1.78  0.1283
H: 3.61 -4.18 1.38  0.1318
H: 4.67 -2.88 3.25  0.1296
H: 3.86 -4.31 3.85  0.1204
H: 3.04 -4.00 5.82  0.0945
H: 2.52 -2.28 6.20  0.0926
H: 4.21 -2.61 5.96  0.0854

Values from the calculation:
- LUMO (Eh) = -0.0010
- energy relative to the best compared isomer or geometry (same formula, charge and spin) (kcal/mol) = 456.6
- Kohn-Sham gap (eV) = 9.2026
- SMILES = C[N+](=O)[O-].C[N+](=O)[O-].C[N+](=O)[O-].C[N+](=O)[O-].c1ccccc1.c1ccccc1.COCCOC.COCCOC


DFT (wB97M-V/def2-TZVPD) results for a 2-piece molecular cluster, C9H12O4S2 overall at a distorted geometry.

Last column: Löwdin spin population.
CARTESIAN COORDINATES (ANGSTROEM)
C: -1.91 -1.97 0.68  0.0274
C: -0.82 -1.36 0.21  0.0492
C: -2.99 -2.45 0.92  0.0023
C: 0.14 -0.97 -0.44  0.1344
C: 1.56 0.63 1.89  0.0003
C: 1.09 -0.62 -2.67  0.0029
C: 2.40 0.96 0.61  0.0004
C: 1.63 0.92 -0.68  0.0092
C: 1.33 -0.49 -1.16  0.0166
O: -4.06 -0.13 -0.79  0.0829
O: -3.66 0.74 1.56  0.2503
O: -1.28 1.35 2.40  0.4250
O: -2.10 1.34 -0.01  0.1711
S: -3.75 1.10 -0.08  0.1766
S: -1.95 0.51 1.44  0.6476
H: -3.90 -2.93 1.14  -0.0010
H: 1.00 -0.29 1.67  0.0002
H: 2.22 0.25 2.65  0.0000
H: 1.02 1.53 2.25  -0.0005
H: 0.05 -0.38 -3.03  0.0002
H: 1.14 -1.54 -3.22  0.0000
H: 1.78 0.02 -3.34  0.0003
H: 2.96 1.94 0.57  0.0003
H: 3.16 0.20 0.52  0.0000
H: 2.34 1.44 -1.44  0.0013
H: 0.57 1.42 -0.60  0.0007
H: 2.05 -1.20 -1.04  0.0022

Values from the calculation:
- LUMO (spin up / spin down) (Eh) = 0.0219 / -0.1362
- Kohn-Sham gap (spin up / spin down) (eV) = 6.6091 / 5.8295
- multiplicity = 3


no.,DFT total energy (eV)
1,-95188.6085
2,-12007.1189
3,-72586.0182
4,-91662.3660
5,-56115.3846
6,-39376.8417